Density functional theory data (ωB97M-V/def2-TZVPD) for one molecule with the formula C3H8O2S2.

Properties
HOMO energy = -8.833 eV
E = -29004.3324 eV
Lowest unoccupied orbital energy = 0.43 eV
ΔE to the lowest compared entry with this formula, charge and spin = 242.77 kJ/mol
SMILES string = OC(O)[C@H](S)CS
Gap between HOMO and LUMO = 0.34026 Ha

Element x y z (Å)
O  -1.92714  1.23023  -0.92262
C  -0.74911  1.06811  -0.12451
O  -1.08060  1.23097  1.24491
C  -0.07234  -0.19376  -0.38900
S  -1.23013  -1.58975  -0.14490
C  1.41632  -0.34979  0.68873
S  2.82150  0.03546  -0.39549
H  -2.68610  0.79244  -0.68058
H  -0.12047  1.93738  -0.31481
H  -2.05750  1.13447  1.30968
H  0.33494  -0.41058  -1.40636
H  -0.54554  -2.60186  -0.62318
H  1.49515  -1.33865  1.14313
H  1.40276  0.41515  1.41691
H  2.99825  -1.35983  -0.80191